A:
DFT (ωB97M-V with the def2-TZVPD basis set) results for the ion C12H12N3 with charge +1.

Last column: Löwdin charge in e.
Geometry (Å):
C  -4.37  -0.43  -0.31  -0.03
C  -3.73  0.76  -0.67  -0.05
C  -2.39  0.92  -0.54  -0.03
C  -1.64  0.05  0.23  -0.18
C  -0.20  0.23  0.29  0.00
N  0.87  -0.89  0.62  0.14
N  2.11  -0.65  0.20  -0.12
C  2.99  -1.54  -0.57  -0.01
C  4.13  -0.80  -0.78  -0.06
C  3.88  0.57  -0.37  -0.02
C  2.64  0.61  0.21  -0.24
C  1.72  1.70  0.64  -0.08
N  0.39  1.43  0.19  0.12
C  -2.26  -1.09  0.73  -0.01
C  -3.63  -1.35  0.46  -0.03
H  -5.43  -0.70  -0.45  0.13
H  -4.24  1.45  -1.35  0.13
H  -1.79  1.72  -1.02  0.13
H  0.73  -1.92  0.80  0.19
H  2.72  -2.56  -0.58  0.10
H  5.03  -1.21  -1.32  0.13
H  4.66  1.26  -0.32  0.09
H  1.77  1.80  1.77  0.16
H  2.19  2.66  0.22  0.17
H  -0.25  2.04  -0.31  0.14
H  -1.69  -1.82  1.26  0.10
H  -4.19  -2.22  0.98  0.15

Summary:
- total charge = +1
- M (g mol⁻¹) = 198.25
- SMILES = c1ccc(C2=[NH+]n3cccc3CN2)cc1



B:
DFT (ωB97M-V with the def2-TZVPD basis set) results for the ion C12H12N3 with charge +1.

Last column: Löwdin charge in e.
Geometry (Å):
H  -3.18  0.93  1.29  0.18
N  -2.24  0.33  1.39  0.25
N  -1.60  0.19  0.36  -0.19
C  -2.17  0.76  -0.86  0.04
C  -0.55  -0.82  0.34  -0.15
C  -0.82  -2.11  0.48  -0.02
C  0.20  -3.07  0.50  -0.02
C  1.55  -2.62  0.38  0.06
C  1.80  -1.21  0.23  -0.16
C  3.11  -0.80  -0.10  0.00
C  3.33  0.55  -0.35  -0.03
C  2.34  1.50  -0.03  0.01
C  1.04  1.07  0.24  -0.17
N  -0.12  1.89  0.40  0.03
C  -0.01  3.16  0.30  0.06
C  0.76  -0.31  0.27  -0.07
H  -2.20  1.81  -0.85  0.08
H  -1.71  0.31  -1.66  0.09
H  -3.24  0.46  -0.83  0.13
H  -1.79  -2.61  0.81  0.16
H  -0.06  -4.08  0.83  0.12
H  2.36  -3.25  0.36  0.09
H  3.98  -1.49  -0.11  0.14
H  4.36  0.94  -0.69  0.15
H  2.53  2.47  -0.24  0.07
H  -0.90  3.71  0.28  0.06
H  0.91  3.75  0.41  0.10

Summary:
- total charge = +1
- M (g mol⁻¹) = 198.25
- SMILES = [H]/N=[N+](\C)c1cccc2cccc(N=C)c12



Least stable structure: B



A:
DFT (ωB97M-V with the def2-TZVPD basis set) results for a cluster of 2 separate species, C2H4O4S2 in total.

Last column: Löwdin charge in e.
Geometry (Å):
C  -0.97  0.40  1.58  -0.16
C  1.40  0.23  -0.57  -0.15
O  -0.85  -1.77  -0.16  -0.33
O  -3.06  -0.87  0.13  -0.25
O  -1.11  0.63  -0.84  -0.39
O  0.27  2.49  0.04  -0.30
S  -1.65  -0.66  0.23  0.55
S  0.02  1.06  0.19  0.70
H  1.01  -1.47  1.38  0.19
H  1.43  0.46  -1.58  0.06
H  2.21  0.32  0.09  0.06
H  1.30  -0.83  -0.48  0.02

Summary:
- M (g mol⁻¹) = 156.18



B:
DFT (ωB97M-V with the def2-TZVPD basis set) results for the molecule C2H4O4S2.

Last column: Löwdin charge in e.
Geometry (Å):
C  0.28  1.36  0.53  -0.10
C  -0.69  -1.06  0.03  0.02
O  1.23  0.68  2.92  -0.44
O  -2.57  0.68  0.34  -0.29
O  -2.88  -1.41  1.51  -0.24
O  -1.23  0.14  2.26  -0.51
S  0.06  1.30  2.35  0.93
S  -1.99  -0.43  1.01  0.46
H  1.26  0.90  0.31  0.06
H  -0.50  1.98  0.11  0.03
H  -0.83  -1.27  -0.99  0.05
H  0.13  -1.40  0.60  0.04

Summary:
- M (g mol⁻¹) = 156.18



Least stable structure: A



A:
DFT (ωB97M-V with the def2-TZVPD basis set) results for the molecule C3H4FNO2.

Last column: Löwdin charge in e.
Geometry (Å):
C  -0.21  1.69  0.06  -0.07
C  -0.56  0.28  0.20  -0.04
C  0.37  -0.66  -0.03  -0.08
F  1.74  -0.08  -0.30  -0.04
N  0.30  -2.09  -0.09  -0.37
O  -0.88  -2.47  -0.11  0.07
O  1.27  -2.77  -0.10  0.14
H  0.69  1.71  -0.56  0.09
H  -1.05  2.19  -0.41  0.09
H  -0.09  2.12  1.05  0.10
H  -1.58  0.08  0.29  0.11

Summary:
- M (g mol⁻¹) = 105.07
- SMILES = C/C=C(\F)[N+](=O)[O-]



B:
DFT (ωB97M-V with the def2-TZVPD basis set) results for a cluster of 2 separate species, C3H4FNO2 in total.

Last column: Löwdin charge in e.
Geometry (Å):
C  0.19  -0.52  -1.08  0.06
N  0.92  -1.14  -0.19  -0.38
O  0.75  -2.29  0.23  -0.02
O  1.94  -0.35  0.46  0.02
H  0.28  0.55  -1.29  0.08
H  -0.67  -0.96  -1.48  0.07
H  2.66  -1.01  0.63  0.13
C  -0.88  1.59  0.81  0.08
C  -1.97  1.22  0.49  -0.26
F  -3.00  0.85  -0.11  0.15
H  -0.22  2.07  1.53  0.06

Summary:
- M (g mol⁻¹) = 105.07
- SMILES = C=[N+]([O-])O.C#CF



Least stable structure: B



A:
DFT (ωB97M-V with the def2-TZVPD basis set) results for a cluster of 3 separate species, C7H11NO2 in total.

Last column: Löwdin charge in e.
Geometry (Å):
C  -1.07  0.48  0.28  -0.16
C  1.25  1.87  -0.90  -0.05
C  -1.46  0.24  1.71  -0.17
C  0.73  1.82  0.35  -0.38
O  0.78  2.12  1.48  0.10
H  -1.52  -0.21  -0.42  0.04
H  -1.37  1.48  -0.06  0.07
H  0.70  1.49  -1.74  0.05
H  2.04  2.59  -1.06  0.07
H  1.96  0.22  -0.35  0.08
H  -0.97  0.94  2.38  0.06
H  -1.20  -0.77  2.05  0.04
H  -2.54  0.34  1.87  0.07
C  0.70  -1.19  -0.22  -0.46
N  0.29  -2.17  0.60  0.18
C  0.27  -1.23  -1.58  -0.08
C  -0.08  -1.28  -2.73  0.17
O  1.90  -0.70  0.07  0.07
H  0.60  -2.12  1.56  0.13
H  -0.62  -2.59  0.44  0.13
H  -0.38  -1.32  -3.75  0.04

Summary:
- M (g mol⁻¹) = 141.17



B:
DFT (ωB97M-V with the def2-TZVPD basis set) results for a cluster of 2 separate species, C7H11NO2 in total.

Last column: Löwdin charge in e.
Geometry (Å):
C  -0.31  -0.24  0.80  0.10
C  -0.91  -0.33  -0.40  -0.44
O  -1.33  -1.51  -0.92  -0.05
C  -0.29  -1.93  -1.71  -0.12
O  -1.35  0.79  -1.06  -0.07
C  -0.92  2.09  -0.94  -0.11
H  0.05  0.62  1.27  0.04
H  -0.19  -1.18  1.25  0.06
H  -0.57  -2.95  -1.95  0.09
H  0.67  -1.92  -1.23  0.07
H  -0.27  -1.34  -2.70  0.13
H  -1.39  2.59  -0.10  0.09
H  -1.19  2.72  -1.90  0.12
H  0.14  2.17  -1.11  0.08
C  3.09  1.68  1.41  0.02
C  3.17  0.63  0.60  -0.10
C  3.35  -0.36  -0.21  -0.20
N  3.63  -1.11  -1.18  0.12
H  2.92  1.54  2.53  0.09
H  3.06  2.59  0.97  0.01
H  3.81  -2.11  -1.03  0.06

Summary:
- M (g mol⁻¹) = 141.17
- SMILES = C=C(OC)OC.C=C=C=N



Least stable structure: A